Record 1
C6H14FN2 | ωB97M-V/def2-TZVPD

```
23
Properties=species:S:1:pos:R:3:forces:R:3:nbo_charge:R:1
C -0.23479 0.50559 -0.94778 2.115 -3.741 -3.157 -0.10
C 2.01022 0.41164 -1.70370 -1.889 0.188 -0.336 0.62
C 2.44650 0.52416 -3.11982 0.579 -1.448 1.743 -0.84
C -1.21711 -2.00933 1.59689 1.830 0.301 -4.293 -0.64
C 0.20255 1.06274 1.30754 -0.441 2.004 -2.248 -0.45
C -1.52672 -0.74343 0.74271 -0.469 0.298 3.404 0.15
N -2.37421 0.17116 1.37154 -0.332 0.533 0.214 -0.80
N -0.12046 -0.03858 0.37551 -2.367 4.585 0.011 -0.48
F 2.77777 -0.31804 -0.96180 0.038 -0.052 -0.190 -0.30
H -0.38946 1.53030 -1.10680 -0.052 1.721 0.917 0.15
H 3.27368 -0.00582 -3.55567 0.703 -0.357 0.632 0.26
H 2.47077 1.51302 -3.39771 0.771 3.058 0.010 0.29
H 1.66340 0.37501 -3.77717 -2.495 -1.193 -0.967 0.30
H -2.02695 -2.49630 1.97403 -3.001 -0.843 0.556 0.26
H -0.73637 -1.69454 2.46316 1.894 0.113 1.370 0.22
H -0.76526 -2.82093 0.87646 0.012 1.646 1.772 0.24
H -0.50787 1.89061 1.40580 -0.882 -0.993 -0.344 0.24
H 0.46718 0.76968 2.20703 0.986 -1.868 4.581 0.21
H 0.99775 1.69895 0.99660 1.270 -0.387 -1.047 0.25
H -2.02326 -0.97340 -0.10387 -0.709 -1.020 -3.351 0.23
H -1.95700 0.61100 2.17316 -0.451 0.091 0.366 0.37
H -2.87933 0.84487 0.78205 0.476 -0.586 0.365 0.40
H 0.44895 -0.80836 0.40185 2.415 -2.052 -0.008 0.44
```
Forces are in eV/Å.

The calculation puts the relative energy (zero: lowest compared OMol25 entry of this formula, charge and spin) at 788.32 kJ/mol. The calculation puts the HOMO energy at -12.31 eV. The HOMO-LUMO gap comes out at 7.7230 eV. The value obtained for the lowest unoccupied orbital energy is -4.6 eV. As for the net charge: +1.

***

Record 2
C6H22NO6 | ωB97M-V/def2-TZVPD

```
35
Properties=species:S:1:pos:R:3:forces:R:3:nbo_charge:R:1
C 1.94370 -2.29908 1.77817 -0.649 2.424 1.133 -0.19
C 2.01190 -2.30521 0.27876 -1.099 -0.133 -0.973 -0.49
C 0.56234 -2.29213 -0.26454 1.679 -0.104 -0.324 -0.08
C 0.14249 -1.41307 -1.19632 0.581 -2.590 1.276 -0.30
C -1.24294 -1.45116 -1.59689 -0.110 2.741 0.044 -0.02
C -1.88895 -2.26052 -2.51846 -0.413 -1.506 -0.294 0.35
O -2.92450 -1.90934 -3.20913 0.347 -0.517 0.903 -0.47
N 1.17516 -0.99466 2.25608 -0.056 -1.443 -0.575 -0.72
H 2.84240 -2.10675 2.35433 0.542 -1.140 -0.404 0.25
H 1.30005 -3.08753 2.15414 0.420 -0.323 0.215 0.22
H 2.61341 -1.51140 -0.15705 -0.049 0.154 0.196 0.26
H 2.41730 -3.24824 -0.10442 0.183 -0.044 0.393 0.28
H -0.00720 -3.11287 0.16267 -0.585 0.251 -0.205 0.22
H 0.92390 -0.74908 -1.54058 -0.624 0.817 -0.259 0.29
H -1.76494 -0.53528 -1.28126 -0.190 -0.185 -0.405 0.23
H -1.61533 -3.29778 -2.68660 0.489 0.128 -0.399 0.24
H -3.32243 -1.11589 -2.83349 -0.353 0.817 -0.296 0.52
H 0.97582 -1.07930 3.24985 0.202 0.235 0.114 0.43
H 0.26396 -0.98688 1.79231 -0.410 0.501 0.113 0.46
H 1.62950 -0.10090 1.99512 -0.087 -0.359 -0.073 0.47
H 1.25489 1.52856 0.08340 -0.817 -0.964 0.016 0.51
H 2.47954 1.58681 0.64082 0.994 -0.746 0.440 0.50
O 1.88977 0.84928 0.40433 0.077 1.883 -0.581 -0.98
H -2.04158 0.27029 2.27281 0.215 0.454 -0.204 0.51
H -0.96972 0.82992 1.23808 0.074 1.321 0.419 0.51
O -1.38215 0.05621 1.60290 -0.274 -1.721 -0.200 -1.00
H -2.43686 3.77572 0.53082 -0.174 0.132 0.160 0.49
H -1.39203 4.72327 -0.08816 -0.050 -0.337 0.159 0.50
O -1.49640 3.87324 0.37058 0.154 0.413 -0.489 -0.97
H 0.64150 2.64828 2.70262 -0.055 0.823 0.003 0.49
H -0.08901 3.30184 1.36294 0.035 -0.178 0.919 0.53
O 0.16884 2.50718 1.88392 -0.136 -0.708 -0.819 -1.04
H 0.41602 3.57769 -2.29876 0.122 0.198 0.403 0.48
H 1.77068 3.31257 -1.67249 -0.057 0.372 -0.011 0.47
O 0.89650 3.66944 -1.45788 0.077 -0.665 -0.393 -0.95
```
Forces are in eV/Å.

As for the expectation value of S²: 0.76. The calculation puts the relative energy (zero: lowest compared OMol25 entry of this formula, charge and spin) at 0.00 kJ/mol. The calculation puts the HOMO energy (spin up / spin down) at -16.94 / -16.94 eV. The HOMO-LUMO gap (spin up / spin down) comes out at 9.9898 / 6.5475 eV. The value obtained for the lowest unoccupied orbital energy (spin up / spin down) is -7.0 / -10.4 eV. As for the net charge: +2. Its multiplicity is 2.

***

Record 3
C2H5N2O | ωB97M-V/def2-TZVPD

```
10
Properties=species:S:1:pos:R:3:forces:R:3:nbo_charge:R:1
C -2.26849 -1.06179 -1.68972 3.536 -1.302 1.816 0.30
C -0.12589 -0.38595 -0.75319 3.076 2.430 2.000 0.98
N -1.04121 -0.97337 -1.22828 -5.242 -2.164 -2.899 -0.49
N 1.92912 1.15483 1.96538 -1.071 0.512 0.209 -1.10
O 0.78378 0.09238 -0.27249 0.085 -0.147 -0.283 -0.28
H -2.47273 -2.06077 -2.02215 -0.698 -0.188 -0.676 0.25
H -2.96653 -0.29704 -1.51967 -0.953 1.185 -0.199 0.24
H 2.46192 1.76414 2.56246 0.246 -0.538 -0.134 0.40
H 2.12694 0.19662 1.81801 0.871 -0.435 0.431 0.37
H 1.57308 1.57094 1.13965 0.148 0.647 -0.266 0.35
```
Forces are in eV/Å.

The calculation puts the relative energy (zero: lowest compared OMol25 entry of this formula, charge and spin) at 336.92 kJ/mol. The calculation puts the HOMO energy at -12.39 eV. The HOMO-LUMO gap comes out at 4.1074 eV. The value obtained for the lowest unoccupied orbital energy is -8.3 eV. As for the net charge: +1.

***

Record 4
C4H13N2 | ωB97M-V/def2-TZVPD

```
19
Properties=species:S:1:pos:R:3:forces:R:3:nbo_charge:R:1
C -1.79018 -1.27951 -0.52484 -0.773 0.029 0.173 -0.64
C -0.85850 -0.11370 -0.32624 0.192 0.015 -0.007 -0.04
C -0.11229 -0.17739 0.99533 0.030 -0.732 0.927 -0.45
C 0.85343 0.96075 1.27694 0.596 0.586 -0.425 -0.23
N 1.86586 1.11855 0.18918 -0.014 -0.503 -0.256 -0.85
N 0.18280 -0.12254 -1.42869 -0.378 0.502 -0.486 -0.73
H -2.33456 -1.23298 -1.46615 -0.048 0.164 -0.069 0.23
H -1.26638 -2.21876 -0.51342 0.448 -0.463 0.064 0.22
H -2.53075 -1.33752 0.28112 0.135 0.166 -0.170 0.25
H -1.39524 0.83446 -0.43401 0.132 -0.059 0.063 0.22
H -0.83131 -0.25128 1.81945 -0.142 0.430 -0.214 0.26
H 0.36015 -1.16080 1.10255 0.366 0.042 -0.383 0.22
H 1.40293 0.90552 2.21412 -0.456 -0.437 0.294 0.22
H 0.28135 1.88199 1.31415 -0.062 0.239 -0.028 0.21
H 2.66250 0.49282 0.33540 -0.323 0.133 0.029 0.39
H 0.99760 0.53842 -1.06218 -0.094 -0.564 -0.118 0.47
H 2.25938 2.04760 0.17240 -0.069 0.243 0.043 0.40
H 0.47896 -1.07619 -1.63124 0.358 -0.021 0.349 0.42
H -0.22575 0.19056 -2.31388 0.102 0.229 0.214 0.43
```
Forces are in eV/Å.

The calculation puts the relative energy (zero: lowest compared OMol25 entry of this formula, charge and spin) at 22.59 kJ/mol. The calculation puts the HOMO energy at -14.55 eV. The HOMO-LUMO gap comes out at 11.6128 eV. The value obtained for the lowest unoccupied orbital energy is -2.9 eV. Its SMILES is C[C@H]([NH3+])CCN. As for the net charge: +1.

***

Record 5
C4H12NO2 | ωB97M-V/def2-TZVPD

```
19
Properties=species:S:1:pos:R:3:forces:R:3:nbo_charge:R:1
C -1.34563 -1.91067 -1.41571 -0.016 -1.453 -0.451 -0.66
C -0.05196 -1.53665 -0.71954 -4.159 3.372 2.253 0.19
C 1.16719 -1.83446 -1.03488 0.308 -2.217 -2.194 -0.48
C -1.37928 -0.27512 0.99675 -7.175 1.612 4.439 -0.32
N -0.32462 -0.53241 0.37194 6.701 -1.891 -4.898 -0.58
H -2.01808 -2.50797 -0.70624 0.695 1.051 -1.108 0.23
H -1.01726 -2.60575 -2.22640 -0.588 0.347 0.475 0.22
H -1.90202 -1.05144 -1.92742 0.854 -1.007 1.185 0.24
H 1.98293 -1.42887 -0.57783 1.985 1.022 1.457 0.20
H 1.39098 -2.57326 -1.81547 -0.308 0.473 0.207 0.20
H -1.61795 0.66559 1.60501 1.055 -1.307 -1.349 0.19
H -2.08063 -1.06803 1.22606 -0.114 -0.129 -0.213 0.16
H 0.38275 0.17857 0.46165 0.436 -0.198 -0.079 0.42
H 1.56517 4.19271 -1.16926 -1.810 -0.301 2.156 0.47
H 0.96881 5.09075 -0.05671 -0.201 -0.974 -0.162 0.47
O 0.91882 4.15605 -0.36390 2.026 1.271 -1.984 -0.93
H 0.69189 0.42396 2.84623 0.846 1.425 -1.817 0.49
H 1.63969 1.61957 2.43078 0.673 0.705 0.566 0.48
O 1.02919 0.99744 2.07493 -1.211 -1.801 1.516 -0.96
```
Forces are in eV/Å.

As for the expectation value of S²: 0.76. The calculation puts the relative energy (zero: lowest compared OMol25 entry of this formula, charge and spin) at 141.36 kJ/mol. The calculation puts the HOMO energy (spin up / spin down) at -5.00 / -9.02 eV. The HOMO-LUMO gap (spin up / spin down) comes out at 5.6059 / 9.6157 eV. The value obtained for the lowest unoccupied orbital energy (spin up / spin down) is 0.6 / 0.6 eV. Its multiplicity is 2.

***

Record 6
C20H17F3N2O4 | ωB97M-V/def2-TZVPD

```
46
Properties=species:S:1:pos:R:3:forces:R:3:nbo_charge:R:1
O 3.38216 -1.18582 1.25032 -1.503 -1.532 0.014 -0.61
O -3.13870 0.36780 2.19750 1.406 -0.304 -0.916 -0.57
F -1.01439 4.61452 3.95483 -0.242 0.639 -0.791 -0.32
F 0.91757 5.44844 3.45903 -0.806 -0.365 -0.805 -0.32
F -0.57896 5.19697 1.81769 -0.095 0.482 1.283 -0.32
O -0.59299 -2.30735 0.69567 -0.428 1.058 0.574 -0.65
O 1.95716 -2.98560 1.09541 0.093 0.753 0.148 -0.55
C 2.23934 -1.65602 1.25579 2.604 1.624 0.239 0.78
C -2.35364 -0.02843 1.33238 -3.113 0.330 1.343 0.80
C 1.11964 -0.76233 1.46193 0.309 -0.490 0.246 -0.32
C -0.15406 -1.13111 1.18142 -0.347 0.734 0.431 0.58
C 2.09938 1.54316 2.33205 -0.671 0.251 0.027 -0.19
C -1.55050 0.72625 -1.44012 0.311 0.720 0.324 -0.20
C -3.11124 -0.98342 -2.15650 0.605 0.466 -0.645 -0.22
C -1.22300 0.98591 -2.77788 0.158 -0.596 0.612 -0.21
C -2.76323 -0.74176 -3.47377 1.110 0.858 0.848 -0.19
C 1.73488 2.85823 2.65753 -0.850 -0.180 0.231 -0.20
C -0.58736 2.32524 2.27387 -1.190 0.412 0.251 -0.22
C 1.11949 0.60837 1.98057 0.068 -0.008 -0.367 -0.04
C -2.48178 -0.24756 -1.13096 -0.481 -1.081 -0.669 0.12
C -0.21086 1.01922 1.99152 0.506 0.500 0.178 0.21
C -1.77255 0.21432 -3.79813 -0.595 0.451 -0.542 -0.03
C 0.35257 3.27046 2.65541 2.240 -1.805 -0.473 -0.14
N -2.87088 -0.57856 0.16876 0.383 0.185 1.087 -0.61
N -0.98496 -0.04275 1.56106 -0.415 -2.042 -1.807 -0.46
C -1.46858 0.50022 -5.26607 0.470 0.446 0.836 -0.62
C -0.08856 4.66256 2.97264 0.826 -0.620 0.191 0.98
C 3.62591 -3.66140 -0.61233 -0.899 0.910 0.622 -0.64
C 3.07882 -3.84746 0.82776 0.414 -0.215 -1.362 -0.07
H 0.13821 -2.95058 0.80136 -0.043 0.292 -0.095 0.53
H 3.10332 1.17347 2.32695 0.577 0.326 0.045 0.24
H -1.09204 1.35380 -0.64141 -0.414 -0.596 -0.701 0.21
H -3.85716 -1.75516 -2.00951 0.048 0.095 0.593 0.22
H -0.47947 1.77058 -2.93426 -0.301 -0.242 -0.371 0.22
H -3.23112 -1.32223 -4.23344 -0.255 -0.240 -0.612 0.21
H 2.51024 3.56174 2.95099 -0.202 -0.086 -0.090 0.23
H -1.64419 2.61152 2.21778 0.371 -0.203 0.098 0.24
H -3.83526 -0.88379 0.30071 0.451 0.373 -0.093 0.42
H -1.35093 1.59159 -5.44020 -0.216 -0.700 0.022 0.22
H -2.26713 0.09202 -5.86162 -0.246 0.059 -0.436 0.21
H -0.53616 0.02413 -5.57386 0.017 -0.024 -0.017 0.22
H 4.13140 -2.69416 -0.69923 -0.271 -0.112 -0.046 0.23
H 4.36626 -4.40479 -0.80252 0.451 -0.740 -0.183 0.22
H 2.81201 -3.73449 -1.37028 0.558 0.014 0.595 0.21
H 3.85145 -3.76626 1.58229 0.097 0.554 0.105 0.20
H 2.69988 -4.84950 0.91883 -0.489 -0.349 0.076 0.19
```
Forces are in eV/Å.

The calculation puts the relative energy (zero: lowest compared OMol25 entry of this formula, charge and spin) at 116.98 kJ/mol. The calculation puts the HOMO energy at -8.54 eV. The HOMO-LUMO gap comes out at 9.0385 eV. The value obtained for the lowest unoccupied orbital energy is 0.5 eV. Its SMILES is CCOC(=O)c1c(O)n(C(=O)Nc2ccc(C)cc2)c2cc(C(F)(F)F)ccc12.

***

Record 7
C7H28NO6 | ωB97M-V/def2-TZVPD

```
42
Properties=species:S:1:pos:R:3:forces:R:3:nbo_charge:R:1
C -0.62522 1.11352 0.13052 -0.834 1.866 -0.463 -0.27
C -1.38996 -0.19777 0.32239 -0.341 0.396 2.122 -0.41
C -0.64757 -1.04104 1.47114 1.492 2.276 -0.221 -0.50
C -0.14749 -2.72208 -0.18893 -1.867 -1.778 -3.437 0.04
C 0.35247 -1.80532 0.69168 1.389 0.956 2.943 0.23
C 1.81647 -1.74565 1.05678 1.050 -2.300 -2.527 -0.73
C 0.58640 -3.64372 -1.05791 -0.144 -1.870 1.506 -0.73
N 0.54709 0.98567 -0.87163 -1.454 -2.616 0.859 -0.69
H -1.26367 1.97445 -0.18125 0.168 -1.060 -0.745 0.27
H -0.29734 1.63228 1.05328 0.684 -1.109 -0.195 0.27
H -1.53865 -0.69476 -0.62681 -0.036 -0.160 0.092 0.24
H -2.37893 -0.11892 0.83637 0.484 0.775 -0.970 0.27
H -1.29581 -1.63383 2.07499 -0.855 -0.869 -0.111 0.28
H -0.25666 -0.25684 2.23447 -0.094 -1.466 -1.444 0.27
H -1.27370 -2.80100 -0.41177 1.655 0.322 0.999 0.26
H 2.44362 -0.88359 1.01389 -0.547 1.586 0.647 0.29
H 2.47576 -2.32652 0.31020 -1.316 0.144 1.021 0.24
H 1.93909 -2.24752 2.01525 -0.062 0.175 0.325 0.30
H 1.07217 -4.35080 -0.28758 -0.874 0.075 -0.365 0.34
H -0.05520 -4.29094 -1.72106 0.904 1.008 0.578 0.29
H 1.58703 -3.41272 -1.39815 0.056 0.841 -0.792 0.30
H 1.19021 1.72249 -0.65980 0.911 0.671 0.008 0.49
H 0.27115 1.10616 -1.87340 -0.122 -0.374 0.856 0.49
H 0.94263 -0.01557 -0.73572 -0.375 2.464 -0.664 0.41
H 3.34745 2.06308 -2.56986 -0.310 0.554 -0.128 0.49
H 2.47880 3.37346 -2.58267 0.174 0.265 -0.193 0.51
O 2.49557 2.45471 -2.31669 0.292 -1.049 0.281 -0.99
H -1.76166 -0.86351 -2.57096 0.012 0.628 -0.629 0.50
H -0.90626 -0.35437 -3.79017 -0.053 -0.148 -0.326 0.50
O -1.17177 -0.14450 -2.89487 0.270 -0.282 0.710 -1.01
H 0.99989 2.22803 3.45929 -0.129 0.219 -0.642 0.48
H 2.37879 2.72746 3.31436 0.195 0.164 -0.430 0.49
O 1.61781 2.50949 2.75691 -0.179 -0.444 0.946 -0.96
H -2.25684 1.20160 3.04754 -0.554 -0.614 0.395 0.47
H -1.47972 0.93039 4.44488 -0.630 -0.594 0.084 0.49
O -1.64042 1.50759 3.70352 1.213 1.180 -0.439 -0.96
H 1.84787 3.60670 -0.09317 -0.936 1.097 0.172 0.51
H 0.37231 4.36378 -0.22781 0.580 0.537 0.650 0.52
O 0.94671 3.63968 -0.46677 0.355 -1.257 -0.563 -1.01
H -3.96365 -1.14561 -1.36023 -0.310 0.055 -0.180 0.49
H -3.91045 -1.05349 -2.91660 -0.095 -0.086 0.342 0.51
O -3.44830 -1.39043 -2.13366 0.233 -0.179 -0.071 -0.97
```
Forces are in eV/Å.

As for the expectation value of S²: 0.75. The calculation puts the relative energy (zero: lowest compared OMol25 entry of this formula, charge and spin) at 0.00 kJ/mol. The calculation puts the HOMO energy (spin up / spin down) at -16.95 / -16.95 eV. The HOMO-LUMO gap (spin up / spin down) comes out at 10.0146 / 6.3918 eV. The value obtained for the lowest unoccupied orbital energy (spin up / spin down) is -6.9 / -10.6 eV. As for the net charge: +2. Its multiplicity is 2.